## A
{
  "formula": "C4H10NO",
  "method": "ωB97M-V with the def2-TZVPD basis set",
  "total_charge": 1,
  "e_homo_ev": -14.33,
  "homo_lumo_gap_ha": 0.3088,
  "elements": ["C", "C", "C", "C", "N", "H", "H", "H", "H", "H", "H", "H", "H", "H", "H", "O"],
  "coordinates": [[0.27817, 0.32546, 0.59645], [0.52115, -0.07601, -0.83467], [1.68255, -0.45322, -1.37176], [-1.51179, 0.99635, -1.51407], [-0.58421, 0.12005, -1.74481], [-0.68529, 0.14652, 1.06255], [1.10418, -0.15745, 1.11257], [0.44011, 1.40496, 0.72011], [1.80295, -0.41284, -2.45235], [2.42971, -0.94388, -0.75926], [-2.10002, 1.45540, -2.30041], [-1.82194, 1.10135, -0.46967], [-0.69222, -0.49372, -2.55087], [-0.94745, -1.18144, 3.97502], [0.51114, -0.92690, 3.31715], [-0.42706, -0.90462, 3.21402]],
  "lowdin_charge": [-0.0418, -0.3240, 0.1330, 0.2146, 0.0899, 0.0698, 0.0878, 0.1119, 0.0885, 0.0961, 0.1287, 0.1244, 0.1878, 0.0555, 0.0250, -0.0473]
}



## B
{
  "formula": "C4H10NO",
  "method": "ωB97M-V with the def2-TZVPD basis set",
  "total_charge": 1,
  "e_homo_ev": -13.37,
  "homo_lumo_gap_ha": 0.2059,
  "elements": ["C", "C", "C", "C", "O", "N", "H", "H", "H", "H", "H", "H", "H", "H", "H", "H"],
  "coordinates": [[-1.11705, -0.88396, 1.22470], [-0.24612, 0.15677, 0.62277], [0.52119, -0.08123, -0.57630], [1.42481, -1.36465, -0.39168], [1.76807, -2.02958, -1.29697], [-1.58190, 3.49082, 0.07480], [-1.00816, -1.12176, 2.27824], [-2.18005, -0.90852, 0.96838], [-0.63727, -1.65798, 0.60296], [0.26355, 0.70483, 1.42141], [-0.13563, -0.35477, -1.41324], [1.23918, 0.61427, -0.99372], [1.92797, -1.48269, 0.58558], [-1.92049, 3.22220, -0.83462], [-1.26424, 2.72951, 0.65743], [-2.26572, 3.98891, 0.62673]],
  "lowdin_charge": [0.0210, 0.0750, -0.0868, -0.2071, 0.1864, 0.0320, 0.1181, 0.1352, 0.1029, 0.1485, 0.1628, 0.1489, 0.1632, 0.0117, -0.0329, 0.0213]
}



## C
{
  "formula": "C4H10NO",
  "method": "ωB97M-V with the def2-TZVPD basis set",
  "total_charge": 1,
  "e_homo_ev": -13.97,
  "homo_lumo_gap_ha": 0.2712,
  "elements": ["C", "C", "C", "C", "N", "H", "H", "H", "H", "H", "H", "H", "H", "H", "H", "O"],
  "coordinates": [[0.19843, 0.97309, -1.03734], [0.21737, -0.46212, -0.78060], [-0.73036, -1.15791, -0.04733], [2.51634, -0.04965, -1.02029], [1.53061, -0.95512, -0.78752], [0.17759, 1.41269, -2.05251], [-0.70332, 1.33415, -0.51136], [0.87191, 1.70189, -0.48621], [-0.48891, -2.21370, 0.41887], [-1.77521, -0.69585, -0.00587], [3.11755, 0.26478, -0.19810], [2.57393, 0.56256, -1.95552], [1.91197, -1.79660, -0.23793], [-3.58147, -0.05773, 3.41652], [-2.90390, 1.05197, 2.58033], [-2.93253, 0.08755, 2.70486]],
  "lowdin_charge": [-0.0844, -0.3698, 0.1543, 0.1906, 0.0540, 0.1099, 0.0975, 0.1270, 0.1301, 0.1127, 0.1192, 0.1382, 0.2129, 0.0507, 0.0395, -0.0823]
}



The energy of each structure relative to the most stable one, in kcal/mol, is as follows: A 0.0; B 46.0; C 40.3.



## A
{
  "formula": "C8H8N4O4",
  "method": "ωB97M-V with the def2-TZVPD basis set",
  "e_homo_ev": -9.32,
  "homo_lumo_gap_ha": 0.3514,
  "elements": ["O", "C", "C", "C", "N", "C", "O", "N", "H", "H", "H", "H", "O", "C", "C", "C", "N", "C", "O", "N", "H", "H", "H", "H"],
  "coordinates": [[2.92666, -2.20374, -0.83454], [3.05937, -1.04619, -0.43227], [4.23814, -0.19648, -0.31835], [3.92731, 0.93810, 0.34331], [2.70955, 1.44094, 0.69679], [1.60732, 0.75908, 0.22412], [0.50662, 1.34080, 0.22021], [1.79073, -0.55999, -0.04272], [5.15743, -0.68060, -0.82143], [4.74499, 1.66949, 0.69105], [2.53910, 2.39372, 0.73387], [0.94206, -1.19717, -0.10007], [-1.65250, -1.50860, 2.01104], [-2.20202, -1.07980, 1.12625], [-3.18834, -1.58504, 0.10331], [-3.66357, -0.85243, -0.93246], [-3.36577, 0.49708, -1.09167], [-2.60298, 1.21235, -0.19433], [-2.43193, 2.41627, -0.15946], [-1.94493, 0.31903, 0.73464], [-3.61503, -2.66689, 0.09051], [-4.44716, -1.21810, -1.50885], [-4.04505, 1.08408, -1.57132], [-0.99000, 0.72411, 1.03237]],
  "lowdin_charge": [0.0417, -0.4415, 0.0173, -0.0932, 0.1354, -0.4644, 0.0398, 0.1950, 0.1598, 0.1553, 0.1358, 0.2072, 0.1558, -0.5023, 0.0050, -0.0903, 0.1023, -0.5002, 0.0734, 0.1508, 0.1331, 0.0977, 0.1569, 0.1293]
}



## B
{
  "formula": "C8H8N4O4",
  "method": "ωB97M-V with the def2-TZVPD basis set",
  "e_homo_ev": -9.25,
  "homo_lumo_gap_ha": 0.3403,
  "elements": ["O", "C", "C", "C", "N", "C", "O", "N", "H", "H", "H", "H", "O", "C", "C", "C", "N", "C", "O", "N", "H", "H", "H", "H"],
  "coordinates": [[4.56863, 0.98645, -1.30163], [3.71512, 0.52202, -0.60742], [3.35063, 0.87443, 0.80800], [2.35481, 0.20551, 1.47255], [1.51520, -0.66320, 0.82312], [1.73337, -1.06185, -0.47694], [1.07261, -1.96587, -0.92973], [2.79158, -0.47528, -1.12584], [4.03535, 1.55251, 1.27212], [2.15179, 0.30936, 2.57028], [0.83041, -1.20974, 1.40719], [2.97392, -0.69702, -2.09599], [-1.73499, 2.52448, -0.24882], [-2.16135, 1.42885, -0.41026], [-1.17457, 0.31223, -0.21989], [-1.65472, -0.92607, 0.14094], [-3.04757, -0.99935, -0.02891], [-3.98140, -0.14765, -0.40882], [-5.13889, -0.48593, -0.31815], [-3.49007, 1.09710, -0.61992], [-0.07993, 0.60292, -0.22322], [-0.97884, -1.80150, 0.34486], [-3.42371, -1.95128, 0.60398], [-4.22737, 1.96887, -0.42752]],
  "lowdin_charge": [0.0999, -0.4250, 0.0211, -0.0729, 0.0746, -0.5562, 0.0694, 0.2068, 0.0988, 0.1437, 0.1750, 0.1619, 0.0899, -0.4880, 0.0093, -0.0686, 0.0680, -0.6214, 0.0687, 0.1876, 0.1134, 0.1173, 0.2654, 0.2613]
}



The energy of each structure relative to the most stable one, in kcal/mol, is as follows: A 0.0; B 3.4.



## A
{
  "formula": "H5NS2",
  "method": "ωB97M-V with the def2-TZVPD basis set",
  "e_homo_ev": -9.53,
  "homo_lumo_gap_ha": 0.3585,
  "elements": ["S", "S", "H", "H", "N", "H", "H", "H"],
  "coordinates": [[5.78019, 0.19272, -2.04865], [3.86006, -0.43653, -2.23949], [6.11892, 0.81341, -0.87340], [3.14036, 0.66134, -2.63451], [-4.67472, -0.15813, 2.10957], [-4.05894, -0.93063, 2.14950], [-5.58189, -0.48314, 2.29594], [-4.58398, 0.34096, 1.24103]],
  "lowdin_charge": [0.1738, 0.1970, -0.1853, -0.1855, 0.0254, -0.0124, -0.0180, 0.0050]
}



## B
{
  "formula": "H5NS2",
  "method": "ωB97M-V with the def2-TZVPD basis set",
  "e_homo_ev": -9.11,
  "homo_lumo_gap_ha": 0.3378,
  "elements": ["S", "S", "H", "H", "N", "H", "H", "H"],
  "coordinates": [[-1.45963, 1.41892, 0.46226], [-1.94520, -0.31904, -0.67478], [-2.41421, 1.10342, 1.35032], [-0.67633, -0.70034, -0.72144], [1.65524, -0.52903, -0.26998], [1.54755, 0.35227, -0.72916], [0.84012, -0.83773, 0.23591], [2.45245, -0.48846, 0.34687]],
  "lowdin_charge": [0.2368, 0.2763, -0.2192, -0.2798, 0.0114, -0.0016, -0.0351, 0.0112]
}



The energy of each structure relative to the most stable one, in kcal/mol, is as follows: A 3.6; B 0.0.